Record 1
Molecular formula: C25H21Br4MoN2O12P2
Method: DFT, wB97M-V/def2-TZVPD

Structure (XYZ):
```
67
Properties=species:S:1:pos:R:3:forces:R:3:lowdin_charge:R:1
Mo 0.380522 0.174752 1.279593 -0.4 -0.8 -0.2 2.12
Br 5.408815 4.781597 0.439513 0.0 0.0 0.0 0.81
C 4.292297 3.442684 1.115959 0.0 0.0 0.0 -0.71
C 4.426912 3.026669 2.478539 0.0 0.0 0.0 -0.71
Br 5.718782 3.820639 3.572075 0.0 0.0 0.0 0.82
C 3.617767 2.041528 3.012062 0.0 0.1 0.0 -0.64
Br 3.737564 1.377515 4.751959 0.0 0.0 -0.1 0.88
C 2.645435 1.510606 2.166063 -0.1 -0.2 0.3 -0.33
O 1.807841 0.521928 2.471820 0.0 0.3 0.0 -0.21
C 2.534607 1.879019 0.826274 -0.1 0.0 -0.3 -0.34
O 1.657502 1.141147 0.172253 0.1 0.1 0.2 -0.16
C 3.359562 2.867024 0.276016 0.0 0.0 0.1 -0.65
Br 3.123083 3.292433 -1.525319 0.0 0.0 0.0 0.86
O -1.536112 3.616498 3.139630 0.0 0.0 0.0 -0.04
P -0.610993 2.373428 3.356448 -0.2 -0.1 -0.3 0.31
O 0.489814 2.570055 4.275384 0.1 0.0 0.0 -0.20
O -0.250577 1.907222 1.869060 0.3 -0.2 0.1 -0.39
O -1.601496 1.170163 3.823629 -0.1 0.2 0.0 -0.21
P -2.419872 0.158147 2.908196 0.2 -0.1 -0.2 0.30
O -3.166483 1.125374 1.896934 0.0 0.0 0.0 -0.08
O -3.236612 -0.823418 3.589494 0.0 0.0 0.1 -0.18
O -1.216440 -0.494323 2.064778 0.1 0.2 0.2 -0.41
H -2.230759 3.498517 2.475524 0.0 0.0 0.0 0.10
H -4.078526 0.843244 1.736120 0.0 0.0 0.0 0.11
C 2.923468 -2.504165 3.243624 0.0 0.0 0.0 -0.12
C 1.711032 -2.268849 4.151423 0.0 0.0 0.0 -0.13
C 0.542992 -2.428670 3.209855 0.0 0.0 -0.1 -0.10
O 1.017855 -1.753671 1.984140 -0.1 0.2 0.0 -0.32
C 2.446577 -2.123105 1.840195 -0.1 0.0 0.0 -0.11
H 3.213130 -3.553661 3.257567 0.0 0.0 0.0 0.12
H 3.783575 -1.912195 3.550019 0.0 0.0 0.0 0.11
H 1.715688 -1.258673 4.561535 0.0 0.0 0.0 0.10
H 1.661233 -2.976521 4.976519 0.0 0.0 0.0 0.13
H -0.386526 -1.966064 3.513960 0.0 0.0 0.0 0.11
H 0.354429 -3.463105 2.919875 0.0 0.0 0.0 0.15
H 2.956334 -1.263114 1.415241 0.0 0.0 0.0 0.12
H 2.462823 -2.935804 1.120769 0.0 0.0 0.0 0.12
O 1.437604 -3.017502 -0.951663 0.0 0.0 0.1 0.13
C 0.635394 -2.170746 -1.215820 -0.1 0.1 -0.1 -0.45
N -0.157325 -2.050997 -2.317411 0.0 -0.1 0.0 0.18
C -0.989609 -0.849089 -2.381392 0.1 0.0 0.1 -0.24
C -0.588128 -0.288768 -1.035895 -0.1 0.3 0.1 -0.38
O -0.930797 0.737059 -0.379451 0.0 0.1 0.0 -0.04
N 0.293764 -1.030635 -0.411218 0.3 -0.1 0.0 0.05
C -2.487378 -1.146898 -2.419112 0.0 -0.1 -0.1 -0.13
C -3.395804 -0.146708 -2.089823 0.0 0.0 0.0 -0.02
C -4.757807 -0.389083 -2.178348 0.0 0.0 0.0 -0.06
C -5.222828 -1.625551 -2.602091 0.0 0.0 0.0 -0.07
C -4.317802 -2.620918 -2.937254 -0.1 0.1 0.0 -0.06
C -2.954051 -2.383289 -2.844558 0.0 -0.1 0.0 -0.02
C -0.567852 0.087830 -3.516567 0.0 0.0 0.0 -0.13
C -0.207261 -0.453306 -4.745942 0.0 0.0 0.0 -0.02
C 0.121447 0.375306 -5.805799 0.0 0.0 0.0 -0.06
C 0.094802 1.753991 -5.645593 0.0 0.0 0.0 -0.07
C -0.266918 2.296066 -4.423543 0.0 0.0 0.0 -0.06
C -0.601905 1.467561 -3.360587 0.0 0.0 0.0 -0.02
H -0.044320 -2.704539 -3.071385 0.0 0.0 -0.1 0.15
H -3.048210 0.829004 -1.775291 0.0 0.0 0.0 0.11
H -5.459397 0.395164 -1.925717 0.0 0.0 0.0 0.11
H -6.285667 -1.811960 -2.674395 0.0 0.0 0.0 0.11
H -4.671619 -3.587172 -3.270226 0.0 0.0 0.0 0.11
H -2.269387 -3.181307 -3.098456 0.0 0.0 0.0 0.11
H -0.189666 -1.524558 -4.902149 0.0 0.0 0.0 0.11
H 0.396561 -0.056774 -6.758346 0.0 0.0 0.0 0.11
H 0.352277 2.400873 -6.473285 0.0 0.0 0.0 0.11
H -0.291774 3.369462 -4.290539 0.0 0.0 0.0 0.11
H -0.881586 1.912633 -2.414869 0.0 0.0 0.0 0.11
```
Forces are in eV/Å.

The gap between HOMO and LUMO (spin up / spin down) is 5.80 / 5.80 eV. Its relative energy (zero: lowest compared OMol25 entry of this formula, charge and spin) is 0.276 eV. The net charge is +1. Its spin multiplicity is 1. The value obtained for the LUMO energy (spin up / spin down) is -5.982 / -5.980 eV.

***

Record 2
Molecular formula: C3H7NO2
Method: DFT, wB97M-V/def2-TZVPD

Structure (XYZ):
```
13
Properties=species:S:1:pos:R:3:forces:R:3:lowdin_charge:R:1
C -0.537653 1.899012 -0.671048 0.1 -0.1 0.0 0.13
C -0.234537 0.616766 -0.461570 0.0 0.3 0.0 -0.31
C 1.062932 0.062147 0.070010 -0.1 0.2 0.2 -0.23
O 1.694418 -0.803479 -0.844414 -0.1 -0.2 -0.1 -0.06
N -1.305248 -0.285657 -0.789046 0.2 -0.5 0.0 0.01
O -1.019028 -1.458502 -0.647587 -0.2 0.5 0.0 -0.05
H -1.522893 2.165213 -1.043529 0.1 -0.1 0.1 0.08
H 0.175454 2.695980 -0.481776 -0.1 -0.1 0.0 0.08
H 0.869370 -0.440408 1.029571 0.0 0.1 -0.2 0.11
H 1.754152 0.887188 0.262777 -0.1 -0.1 0.0 0.12
H 1.114655 -1.574336 -0.919272 0.2 0.1 -0.1 0.07
H -0.972167 -1.860203 2.615482 0.0 0.0 -0.1 0.04
H -1.079451 -1.903718 1.880401 0.0 0.0 0.1 0.01
```
Forces are in eV/Å.

The gap between HOMO and LUMO is 8.59 eV. Its relative energy (zero: lowest compared OMol25 entry of this formula, charge and spin) is 5.000 eV. As for the SMILES: C=C(CO)N=O.[H][H]. Its spin multiplicity is 1. The value obtained for the LUMO energy is -0.857 eV.